Model P:
{"formula": "C5H10OS", "method": "ωB97M-V/def2-TZVPD", "species": ["C", "C", "C", "C", "C", "H", "H", "H", "H", "H", "H", "H", "H", "H", "H", "O", "S"], "positions_angstrom": [[0.298, -1.828, -1.711], [-0.376, -0.512, -1.372], [0.439, 0.708, 1.002], [0.962, -0.228, 1.850], [-0.519, 1.902, 1.378], [-0.400, -2.639, -2.051], [0.974, -1.743, -2.562], [0.913, -2.211, -0.879], [-1.084, -0.719, -0.626], [-0.856, -0.138, -2.267], [1.647, -0.945, 1.427], [0.588, -0.428, 2.814], [-0.865, 1.785, 2.400], [0.109, 2.862, 1.268], [-1.143, 1.666, -0.401], [-1.596, 1.793, 0.448], [0.908, 0.674, -0.717]], "homo_ev": -9.174, "smiles": "C=C(CO)SCC", "gap_ev": 9.96, "molar_mass_g_mol": 118.2, "total_charge": 0}

Model Q:
{"formula": "C5H10OS", "method": "ωB97M-V/def2-TZVPD", "species": ["C", "C", "C", "C", "C", "H", "H", "H", "H", "H", "H", "H", "H", "H", "H", "O", "S"], "positions_angstrom": [[1.444, 1.644, 0.544], [-0.339, -0.008, -0.733], [-0.002, 0.002, -2.210], [-0.667, -1.123, -0.082], [-1.038, -1.321, 1.363], [2.094, 1.515, -0.304], [1.649, 0.860, 1.290], [1.603, 2.602, 0.979], [-0.735, 0.625, -2.760], [-0.023, -1.004, -2.633], [1.003, 0.388, -2.375], [-0.719, -2.071, -0.668], [-2.131, -1.279, 1.481], [-0.763, -2.360, 1.650], [-0.686, 0.417, 2.115], [-0.394, -0.490, 2.297], [-0.296, 1.602, 0.047]], "homo_ev": -8.893, "smiles": "CS/C(C)=C\\CO", "gap_ev": 9.73, "molar_mass_g_mol": 118.2, "total_charge": 0}

So which one is most stable? That would be model Q, about 0.565 eV below the next structure.

Model P:
{"formula": "C6H10N3O3", "method": "ωB97M-V/def2-TZVPD", "species": ["C", "C", "C", "C", "C", "C", "N", "N", "N", "O", "O", "O", "H", "H", "H", "H", "H", "H", "H", "H", "H", "H"], "positions_angstrom": [[-1.915, 2.255, 0.770], [-0.418, 0.852, -0.828], [1.636, 0.409, -1.818], [-0.348, -1.208, 1.674], [0.664, -1.454, -0.548], [-1.102, 0.935, 0.560], [-0.543, 0.269, 1.655], [0.672, -0.093, -1.115], [0.812, -1.598, 0.824], [-1.598, 3.005, 1.644], [-1.685, 0.213, -0.507], [2.614, -0.124, -2.365], [-2.813, 2.176, 0.107], [-0.403, 1.687, -1.510], [1.642, 1.504, -1.799], [-0.317, -1.483, 2.712], [-1.220, -1.573, 1.182], [-0.406, -1.723, -0.835], [1.262, -2.143, -1.018], [-1.039, 0.421, 2.507], [2.803, -1.046, -2.550], [1.705, -1.282, 1.257]], "homo_ev": -13.064, "smiles": "O=C[C@]12NCNC/[N+](=C\\O)[C@H]1O2", "gap_ev": 9.09, "molar_mass_g_mol": 172.2, "total_charge": 1}

Model Q:
{"formula": "C6H10N3O3", "method": "ωB97M-V/def2-TZVPD", "species": ["C", "C", "C", "C", "C", "C", "N", "N", "N", "O", "O", "O", "H", "H", "H", "H", "H", "H", "H", "H", "H", "H"], "positions_angstrom": [[-1.174, 0.156, -0.239], [-1.632, 1.466, -0.454], [-2.107, -0.737, -0.625], [-2.905, 1.299, -0.906], [1.616, -0.813, 0.233], [3.061, -0.844, 0.586], [-3.186, -0.083, -0.976], [1.158, 1.261, 1.195], [0.875, 0.146, 0.512], [-1.105, 2.605, -0.005], [-2.056, -2.064, -0.655], [-3.803, 2.265, -1.191], [1.311, -1.672, -0.280], [3.357, 0.194, 1.077], [3.529, -1.214, -0.315], [3.195, -1.595, 1.359], [-3.975, -0.557, -1.422], [2.024, 1.489, 1.483], [0.492, 1.947, 1.202], [-1.757, 3.386, -0.317], [-1.164, -2.464, -1.029], [-4.190, 2.602, -0.419]], "homo_ev": [-11.865, -11.864], "gap_ev": [6.47, 6.47], "molar_mass_g_mol": 172.2, "total_charge": 1}

So which one is most stable? That would be model P, about 2.546 eV below the next structure.

Model P:
{"formula": "C7H6", "method": "ωB97M-V/def2-TZVPD", "species": ["C", "C", "C", "C", "C", "C", "C", "H", "H", "H", "H", "H", "H"], "positions_angstrom": [[-0.914, -1.268, 1.254], [-0.271, -0.262, 1.598], [0.433, 0.193, -0.591], [-0.359, -1.121, -0.835], [0.327, 1.909, -0.089], [0.560, 0.699, 0.856], [-1.024, -2.092, 0.061], [1.392, 0.160, -1.017], [-0.444, -1.426, -1.823], [1.151, 2.679, -0.276], [-0.669, 2.385, -0.212], [1.386, 1.053, 1.381], [-1.569, -2.909, -0.307]], "homo_ev": [-6.132, -9.338], "gap_ev": [6.76, 7.53], "molar_mass_g_mol": 90.1, "spin_multiplicity": 3, "total_charge": 0}

Model Q:
{"formula": "C7H6", "method": "ωB97M-V/def2-TZVPD", "species": ["C", "C", "C", "C", "C", "C", "C", "H", "H", "H", "H", "H", "H"], "positions_angstrom": [[1.096, 0.000, 1.660], [1.252, -0.348, 0.369], [-1.538, 0.467, 1.484], [-0.212, 0.602, 1.671], [0.101, 0.013, -0.517], [-0.154, -0.417, -1.696], [-0.747, 0.923, 0.353], [1.789, -0.085, 2.511], [1.838, -1.166, -0.100], [-2.472, -0.012, 1.707], [-1.187, -0.142, -2.024], [0.599, -1.090, -2.200], [-1.054, 1.852, -0.122]], "homo_ev": [-5.635, -9.129], "gap_ev": [6.58, 7.53], "molar_mass_g_mol": 90.1, "spin_multiplicity": 3, "total_charge": 0}

So which one is most stable? That would be model Q, about 2.191 eV below the next structure.

Model P:
{"formula": "C17H19N3O2S", "method": "ωB97M-V/def2-TZVPD", "species": ["C", "C", "H", "H", "C", "C", "C", "C", "C", "C", "C", "H", "N", "C", "S", "N", "C", "O", "C", "C", "C", "C", "N", "C", "H", "H", "H", "H", "H", "H", "O", "H", "H", "H", "C", "H", "H", "H", "H", "H", "H", "H"], "positions_angstrom": [[-3.580, -2.825, -0.073], [-4.087, -1.767, 0.905], [-5.010, -2.144, 1.353], [-3.366, -1.642, 1.714], [-4.388, -0.385, 0.301], [-3.194, 0.537, 0.186], [-3.425, 1.900, 0.045], [-2.378, 2.793, -0.089], [-1.071, 2.342, -0.087], [-0.816, 0.968, 0.060], [-1.881, 0.088, 0.199], [-1.666, -0.956, 0.328], [0.530, 0.607, 0.066], [1.123, -0.587, 0.083], [0.437, -2.091, 0.101], [2.520, -0.582, 0.075], [3.376, 0.482, 0.038], [3.010, 1.644, 0.045], [4.816, 0.114, 0.005], [5.741, 1.010, 0.540], [7.086, 0.688, 0.507], [7.456, -0.521, -0.065], [6.590, -1.362, -0.605], [5.308, -1.055, -0.577], [4.658, -1.767, -1.070], [8.491, -0.832, -0.104], [7.828, 1.355, 0.916], [5.387, 1.935, 0.971], [2.909, -1.517, 0.104], [1.168, 1.412, 0.025], [0.000, 3.180, -0.217], [-0.305, 4.090, -0.300], [-2.575, 3.852, -0.195], [-4.438, 2.277, 0.048], [-5.072, -0.493, -1.067], [-4.384, -0.892, -1.807], [-5.940, -1.145, -1.004], [-5.401, 0.487, -1.404], [-5.094, 0.110, 0.981], [-3.280, -3.713, 0.480], [-4.361, -3.113, -0.772], [-2.723, -2.481, -0.642]], "homo_ev": -8.045, "smiles": "CC[C@H](C)c1ccc(O)c(NC(=S)NC(=O)c2cccnc2)c1", "gap_ev": 7.90, "molar_mass_g_mol": 329.4, "total_charge": 0}

Model Q:
{"formula": "C17H19N3O2S", "method": "ωB97M-V/def2-TZVPD", "species": ["C", "C", "H", "H", "C", "N", "C", "C", "C", "C", "C", "C", "C", "C", "H", "H", "H", "H", "S", "C", "C", "O", "N", "C", "N", "O", "C", "C", "H", "C", "H", "H", "H", "H", "H", "H", "H", "H", "H", "H", "H", "H"], "positions_angstrom": [[-1.215, -2.720, 2.175], [-0.372, -3.090, 0.962], [0.487, -2.420, 0.909], [-0.011, -4.114, 1.068], [-1.166, -2.985, -0.347], [-1.390, -1.615, -0.724], [-2.464, -0.859, -0.369], [-2.293, 0.433, -0.788], [-1.033, 0.493, -1.455], [-0.317, 1.516, -2.073], [0.924, 1.221, -2.587], [1.458, -0.068, -2.498], [0.767, -1.097, -1.896], [-0.489, -0.811, -1.374], [1.196, -2.085, -1.824], [2.439, -0.260, -2.910], [1.504, 1.996, -3.065], [-0.729, 2.512, -2.130], [-3.385, 1.784, -0.495], [-2.711, 2.420, 1.108], [-1.213, 2.550, 1.001], [-0.650, 3.546, 0.621], [-0.558, 1.397, 1.359], [0.761, 1.113, 1.090], [1.214, -0.108, 1.265], [2.520, -0.098, 0.891], [2.858, 1.137, 0.483], [1.779, 1.964, 0.591], [1.689, 3.001, 0.354], [4.243, 1.369, 0.009], [4.400, 2.429, -0.160], [4.958, 1.004, 0.744], [4.411, 0.828, -0.921], [-1.095, 0.594, 1.655], [-3.170, 3.398, 1.229], [-3.022, 1.745, 1.905], [-3.302, -1.290, 0.147], [-0.619, -3.477, -1.156], [-2.137, -3.477, -0.238], [-0.615, -2.777, 3.079], [-1.589, -1.703, 2.083], [-2.064, -3.394, 2.279]], "homo_ev": -7.979, "smiles": "CCCn1cc(SCC(=O)Nc2cc(C)on2)c2ccccc21", "gap_ev": 8.69, "molar_mass_g_mol": 329.4, "total_charge": 0}

So which one is most stable? That would be model P, about 1.132 eV below the next structure.